Entry 1:
Computed, not measured: a structure of composition C32H56BrCl3CsF4IKMgN4O8V at a distorted geometry, with ωB97M-V/def2-TZVPD.

Element x y z (Å)
C (-7.408, -2.504, 4.591)
C (-5.874, -2.110, 4.055)
Cl (-5.808, -1.244, 2.387)
C (-4.622, -2.438, 4.815)
Cl (-4.722, -3.318, 6.453)
C (-3.180, -2.005, 4.087)
C (-2.662, -3.055, 2.906)
C (-3.501, -4.402, 2.431)
C (-4.269, -4.149, 0.967)
F (-2.634, -5.639, 2.389)
C (-1.232, -2.679, 2.149)
C (-0.657, -3.644, 0.918)
C (0.347, -4.836, 1.439)
C (1.508, -5.158, 0.295)
I (3.503, -5.276, 1.283)
C (-0.373, -1.326, 2.618)
C (1.052, -0.957, 1.860)
N (2.051, -2.097, 1.833)
C (-1.047, -0.391, 3.826)
C (-0.143, 0.938, 4.256)
C (-0.263, 2.152, 3.111)
C (1.193, 2.725, 2.619)
C (1.489, 4.293, 3.082)
C (2.607, 4.910, 2.003)
N (1.866, 5.219, 0.697)
N (-2.398, -0.736, 4.487)
C (-2.980, 0.183, 5.577)
N (-2.459, -0.336, 6.932)
H (-7.491, -3.692, 4.617)
H (-7.652, -2.047, 5.647)
H (-8.203, -2.158, 3.770)
H (-4.383, -4.686, 3.180)
H (-5.442, -4.063, 1.087)
H (-4.070, -5.063, 0.229)
H (-3.841, -3.191, 0.408)
H (-1.548, -4.182, 0.349)
H (-0.092, -2.963, 0.152)
H (0.920, -4.493, 2.412)
H (-0.179, -5.849, 1.696)
H (1.573, -4.266, -0.492)
H (1.300, -6.173, -0.294)
H (1.604, -0.026, 2.306)
H (0.764, -0.657, 0.741)
H (2.929, -1.872, 2.366)
H (2.381, -2.144, 0.822)
H (-0.439, 1.352, 5.327)
H (1.017, 0.702, 4.319)
H (-0.837, 1.637, 2.200)
H (-0.885, 3.017, 3.606)
H (2.114, 2.097, 3.031)
H (1.328, 2.723, 1.433)
H (2.052, 4.240, 4.125)
H (0.516, 4.958, 3.121)
H (3.395, 4.075, 1.744)
H (3.197, 5.827, 2.430)
H (2.301, 4.725, -0.113)
H (1.836, 6.262, 0.544)
H (-2.646, 1.319, 5.426)
H (-4.171, 0.218, 5.543)
H (-1.922, 0.437, 7.423)
H (-3.308, -0.598, 7.500)
C (-1.199, -8.551, 2.418)
O (-1.895, -9.160, 3.215)
O (-1.154, -8.765, 1.201)
O (-0.431, -7.625, 2.705)
O (-6.922, -5.631, 0.324)
V (-6.297, -7.266, 0.170)
O (-5.672, -8.900, 0.017)
Cs (1.676, -7.533, 0.533)
Cl (-3.618, 2.212, 4.367)
C (3.095, 7.508, 4.345)
O (3.886, 7.576, 3.285)
H (2.781, 6.504, 4.678)
H (3.480, 7.926, 5.291)
H (2.118, 8.016, 4.280)
Mg (1.439, 2.494, 5.678)
Br (-6.591, -9.990, -1.493)
C (2.331, 1.484, -3.307)
C (3.794, 1.880, -3.350)
O (4.378, 2.039, -2.062)
C (4.801, 0.857, -1.323)
O (5.586, 0.090, -2.075)
C (3.608, 0.073, -0.646)
F (2.660, 0.937, -0.180)
F (4.027, -0.626, 0.448)
F (2.964, -0.809, -1.448)
H (1.798, 2.014, -2.513)
H (1.850, 1.700, -4.265)
H (2.218, 0.413, -3.132)
H (3.849, 2.871, -3.816)
H (4.374, 1.213, -3.998)
H (5.268, 1.329, -0.447)
C (0.246, 3.823, -10.577)
C (1.625, 4.044, -9.976)
C (2.183, 2.800, -9.279)
C (1.366, 2.308, -8.078)
C (1.169, 3.335, -6.961)
C (2.475, 3.777, -6.318)
H (-0.494, 3.575, -9.811)
H (-0.095, 4.733, -11.083)
H (0.268, 3.013, -11.312)
H (1.595, 4.893, -9.282)
H (2.315, 4.332, -10.779)
H (3.212, 3.005, -8.962)
H (2.250, 1.984, -10.009)
H (1.863, 1.422, -7.663)
H (0.382, 1.965, -8.420)
H (0.533, 2.889, -6.186)
H (0.628, 4.210, -7.334)
H (3.007, 2.920, -5.892)
H (2.276, 4.489, -5.512)
H (3.134, 4.268, -7.040)
K (0.363, 0.347, -9.151)

HOMO level (eV): -5.335
LUMO energy (eV): -4.3
E (hartree): -8488.34035
Orbital gap (eV): 1.01



Entry 2:
Computed, not measured: a cluster of 2 separate species, C32H56F4N3O4 in total at a distorted geometry, with ωB97M-V/def2-TZVPD.

Element x y z (Å)
C (3.612, 5.790, 1.388)
C (3.629, 4.154, 1.219)
C (2.105, 3.735, 0.683)
N (1.660, 2.424, 1.289)
C (2.348, 1.223, 0.680)
C (2.583, 1.126, -0.937)
C (3.354, -0.358, -1.021)
O (4.708, 0.056, -0.524)
C (5.775, -0.656, -1.238)
C (7.176, -0.509, -0.336)
C (7.539, 1.071, -0.075)
C (3.343, -0.815, -2.594)
C (3.561, -2.386, -3.131)
C (3.554, -2.843, -4.703)
C (3.340, -1.739, -5.932)
C (3.138, -0.174, -5.447)
C (3.151, 0.287, -3.839)
C (2.353, -1.132, 0.063)
C (1.467, -2.422, -0.475)
O (0.586, -2.120, -1.613)
C (-0.030, -3.324, -2.189)
F (-1.098, -2.824, -3.134)
F (-0.728, -4.202, -1.223)
F (0.894, -4.133, -3.050)
C (3.501, -1.765, 1.102)
C (2.900, -2.879, 2.143)
C (3.729, -2.740, 3.574)
F (3.127, -4.259, 1.656)
N (1.640, -0.124, 0.938)
C (0.135, -0.125, 1.062)
C (-0.677, 0.646, -0.133)
C (-2.268, 0.927, 0.300)
C (-3.313, -0.014, -0.601)
N (-4.502, 0.776, -1.139)
C (-5.268, 1.477, -0.039)
C (-5.460, -0.223, -1.771)
C (-5.992, 0.128, -3.313)
O (-5.882, -1.326, -1.116)
H (2.631, 6.205, 1.922)
H (3.685, 6.286, 0.318)
H (4.536, 6.070, 2.066)
H (3.746, 3.705, 2.301)
H (4.406, 3.746, 0.444)
H (1.984, 3.817, -0.478)
H (1.389, 4.572, 1.143)
H (1.948, 2.454, 2.293)
H (3.296, 1.111, 1.398)
H (3.482, 1.857, -1.150)
H (1.637, 1.278, -1.610)
H (6.049, -0.212, -2.295)
H (5.574, -1.832, -1.270)
H (8.046, -1.042, -0.954)
H (7.047, -1.140, 0.657)
H (6.589, 1.640, 0.356)
H (7.894, 1.526, -1.116)
H (8.413, 1.101, 0.718)
H (3.740, -3.231, -2.321)
H (3.738, -3.972, -5.013)
H (3.371, -2.090, -7.060)
H (2.981, 0.660, -6.279)
H (3.020, 1.446, -3.666)
H (0.752, -2.859, 0.376)
H (2.198, -3.311, -0.783)
H (3.999, -0.920, 1.781)
H (4.326, -2.334, 0.454)
H (1.739, -2.728, 2.375)
H (4.078, -3.798, 3.994)
H (4.720, -2.106, 3.465)
H (3.052, -2.156, 4.363)
H (1.927, -0.275, 1.952)
H (-0.107, 0.481, 2.063)
H (-0.355, -1.179, 1.216)
H (-0.734, 0.077, -1.153)
H (-0.250, 1.729, -0.391)
H (-2.533, 2.047, -0.017)
H (-2.409, 0.775, 1.453)
H (-2.801, -0.513, -1.527)
H (-3.625, -0.897, 0.125)
H (-4.699, 2.479, 0.197)
H (-5.211, 0.808, 0.919)
H (-6.363, 1.705, -0.391)
H (-5.788, -0.833, -3.970)
H (-5.377, 1.062, -3.716)
H (-7.152, 0.338, -3.255)
C (-8.513, -0.013, 4.762)
C (-8.242, 0.920, 3.592)
O (-7.441, 0.332, 2.571)
C (-7.968, -0.835, 1.944)
C (-9.304, -0.601, 1.259)
H (-7.570, -0.353, 5.206)
H (-9.101, 0.500, 5.531)
H (-9.068, -0.901, 4.454)
H (-7.691, 1.792, 3.960)
H (-9.175, 1.302, 3.168)
H (-8.032, -1.655, 2.667)
H (-7.235, -1.146, 1.191)
H (-10.079, -0.295, 1.965)
H (-9.643, -1.517, 0.764)
H (-9.215, 0.191, 0.507)

HOMO level (eV): -10.958
Total charge: +1
LUMO energy (eV): -2.9
E (hartree): -2116.56945
Orbital gap (eV): 8.09



Entry 3:
Computed, not measured: a cluster of 8 separate species, C32H56N8 in total at a distorted geometry, with ωB97M-V/def2-TZVPD.

Element x y z (Å)
C (21.978, -16.297, 1.892)
C (22.258, -17.240, 0.734)
C (21.191, -17.047, -0.363)
C (19.834, -17.409, 0.067)
N (18.785, -17.730, 0.404)
H (21.016, -16.559, 2.343)
H (21.903, -15.262, 1.552)
H (22.689, -16.338, 2.719)
H (22.251, -18.262, 1.111)
H (23.197, -16.986, 0.240)
H (21.416, -17.672, -1.230)
H (21.246, -16.013, -0.698)
C (24.920, -14.309, 2.896)
C (23.801, -15.112, 3.550)
C (22.384, -14.690, 3.179)
C (22.068, -13.324, 3.614)
N (21.816, -12.254, 3.932)
H (25.012, -13.360, 3.426)
H (24.677, -14.145, 1.844)
H (25.899, -14.784, 2.929)
H (23.928, -15.122, 4.639)
H (23.920, -16.188, 3.378)
H (21.631, -15.367, 3.581)
H (22.305, -14.742, 2.091)
C (19.875, -14.352, -2.478)
C (21.313, -13.977, -2.906)
C (21.521, -12.474, -2.979)
C (20.644, -11.707, -3.860)
N (19.913, -11.154, -4.545)
H (19.637, -15.408, -2.594)
H (19.132, -13.747, -2.999)
H (19.819, -14.126, -1.409)
H (21.541, -14.431, -3.872)
H (22.002, -14.400, -2.176)
H (22.520, -12.247, -3.374)
H (21.574, -12.060, -1.969)
C (14.945, -10.570, -0.971)
C (14.868, -9.431, 0.065)
C (15.573, -8.123, -0.292)
C (16.970, -8.332, -0.669)
N (18.067, -8.464, -0.977)
H (14.298, -10.281, -1.802)
H (14.679, -11.522, -0.521)
H (15.933, -10.664, -1.427)
H (15.262, -9.809, 1.012)
H (13.818, -9.155, 0.182)
H (15.447, -7.463, 0.565)
H (15.011, -7.685, -1.120)
C (18.787, -11.546, -1.694)
C (18.589, -11.799, -0.196)
C (19.882, -11.833, 0.614)
C (20.650, -13.036, 0.285)
N (21.268, -13.969, 0.019)
H (19.438, -12.314, -2.123)
H (19.230, -10.574, -1.907)
H (17.837, -11.613, -2.225)
H (18.051, -12.749, -0.145)
H (17.878, -11.057, 0.165)
H (19.678, -11.802, 1.684)
H (20.409, -10.915, 0.349)
C (18.168, -15.247, -1.515)
C (17.432, -16.116, -2.521)
C (16.006, -15.621, -2.795)
C (15.881, -14.365, -3.505)
N (15.744, -13.352, -4.030)
H (17.740, -15.266, -0.513)
H (18.386, -14.223, -1.823)
H (19.195, -15.627, -1.487)
H (17.347, -17.129, -2.130)
H (17.994, -16.121, -3.456)
H (15.467, -15.568, -1.840)
H (15.377, -16.368, -3.292)
C (12.884, -13.033, 2.552)
C (13.699, -14.315, 2.700)
C (15.032, -14.248, 1.974)
C (15.831, -13.043, 2.236)
N (16.446, -12.097, 2.444)
H (11.870, -13.160, 2.943)
H (12.805, -12.694, 1.520)
H (13.252, -12.237, 3.205)
H (13.065, -15.086, 2.260)
H (13.833, -14.556, 3.755)
H (14.854, -14.290, 0.898)
H (15.630, -15.105, 2.291)
C (17.733, -7.140, -5.694)
C (17.974, -8.096, -4.530)
C (19.393, -7.938, -3.968)
C (19.666, -6.658, -3.357)
N (19.769, -5.703, -2.728)
H (18.637, -6.824, -6.219)
H (17.258, -6.208, -5.375)
H (17.047, -7.537, -6.445)
H (17.793, -9.123, -4.830)
H (17.282, -7.766, -3.754)
H (20.124, -8.240, -4.720)
H (19.560, -8.693, -3.192)

HOMO level (eV): -9.773
LUMO energy (eV): 0.4
E (hartree): -1690.53182
Orbital gap (eV): 10.16
Energy relative to the best compared isomer or geometry (same formula, charge and spin) (kJ/mol): 985.3
Structure (SMILES): CCCC#N.CCCC#N.CCCC#N.CCCC#N.CCCC#N.CCCC#N.CCCC#N.CCCC#N



Entry 4:
Computed, not measured: a cluster of 6 separate species, C32H56NO17S6 in total at a distorted geometry, with ωB97M-V/def2-TZVPD.

Element x y z (Å)
O (-1.238, 1.131, 2.402)
C (-0.266, 1.803, 2.198)
O (0.825, 1.443, 1.455)
C (0.529, 0.482, 0.437)
C (0.037, 1.163, -0.890)
C (1.114, 2.181, -1.280)
C (2.363, 1.732, -1.724)
N (3.350, 2.583, -2.054)
C (3.174, 3.913, -1.955)
C (1.969, 4.462, -1.553)
C (0.918, 3.582, -1.210)
C (-0.400, 4.237, -0.764)
O (-0.654, 5.312, -1.259)
O (-1.184, 3.645, 0.156)
C (-2.570, 4.024, 0.052)
C (-3.300, 3.437, -1.209)
C (-4.536, 2.568, -0.834)
S (-4.284, 0.779, -1.093)
O (-5.538, 0.220, -1.447)
O (-3.729, 0.261, 0.139)
O (-3.224, 0.524, -2.287)
H (-0.201, 2.802, 2.684)
H (1.498, 0.017, 0.168)
H (-0.128, -0.352, 0.753)
H (0.022, 0.373, -1.665)
H (-0.959, 1.610, -0.784)
H (2.609, 0.669, -1.838)
H (4.261, 2.224, -2.370)
H (3.984, 4.608, -2.207)
H (1.785, 5.537, -1.489)
H (-3.065, 3.580, 0.934)
H (-2.742, 5.108, 0.123)
H (-2.559, 2.858, -1.788)
H (-3.646, 4.283, -1.829)
H (-4.832, 2.660, 0.225)
H (-5.410, 2.867, -1.431)
H (-2.403, 0.200, -1.878)
C (-8.249, 1.667, -6.231)
C (-7.618, 3.006, -5.833)
C (-7.404, 2.980, -4.315)
S (-7.188, 1.252, -3.868)
O (-8.296, 0.850, -3.042)
O (-5.822, 1.026, -3.470)
C (-7.438, 0.594, -5.512)
H (-8.239, 1.520, -7.310)
H (-9.289, 1.635, -5.895)
H (-6.656, 3.119, -6.339)
H (-8.242, 3.849, -6.127)
H (-6.518, 3.539, -4.022)
H (-8.275, 3.358, -3.782)
H (-7.949, -0.365, -5.452)
H (-6.457, 0.469, -5.972)
C (6.191, -2.368, -3.788)
C (5.896, -1.387, -4.928)
C (5.007, -0.276, -4.359)
S (5.405, -0.167, -2.612)
O (4.239, -0.555, -1.848)
O (6.098, 1.085, -2.360)
C (6.580, -1.508, -2.589)
H (6.984, -3.066, -4.050)
H (5.293, -2.947, -3.557)
H (6.833, -0.959, -5.290)
H (5.415, -1.880, -5.772)
H (5.205, 0.683, -4.835)
H (3.949, -0.523, -4.448)
H (6.518, -2.038, -1.639)
H (7.575, -1.081, -2.716)
C (8.276, 1.195, 2.825)
C (7.274, 1.415, 1.684)
C (7.929, 0.906, 0.396)
S (9.075, -0.381, 0.888)
O (10.413, 0.058, 0.594)
O (8.574, -1.658, 0.437)
C (8.797, -0.229, 2.648)
H (7.814, 1.332, 3.802)
H (9.098, 1.908, 2.737)
H (6.363, 0.845, 1.886)
H (6.989, 2.464, 1.592)
H (7.202, 0.483, -0.291)
H (8.497, 1.690, -0.101)
H (9.725, -0.419, 3.184)
H (8.042, -0.963, 2.930)
C (-0.228, -3.275, 5.415)
C (0.030, -1.771, 5.553)
C (1.054, -1.379, 4.481)
S (0.837, -2.547, 3.135)
O (2.031, -3.344, 3.018)
O (0.262, -1.864, 1.997)
C (-0.430, -3.525, 3.925)
H (-1.096, -3.592, 5.994)
H (0.640, -3.834, 5.773)
H (-0.902, -1.225, 5.388)
H (0.388, -1.513, 6.550)
H (0.885, -0.370, 4.111)
H (2.075, -1.476, 4.846)
H (-0.318, -4.570, 3.646)
H (-1.398, -3.147, 3.591)
C (-5.474, -4.995, 3.174)
C (-4.797, -3.676, 3.561)
C (-4.694, -3.645, 5.091)
S (-4.612, -5.359, 5.622)
O (-5.798, -5.660, 6.379)
O (-3.288, -5.640, 6.125)
C (-4.779, -6.078, 3.994)
H (-5.395, -5.192, 2.105)
H (-6.535, -4.955, 3.432)
H (-3.796, -3.639, 3.123)
H (-5.348, -2.814, 3.187)
H (-3.799, -3.123, 5.426)
H (-5.577, -3.196, 5.543)
H (-5.347, -7.003, 4.057)
H (-3.776, -6.276, 3.614)

HOMO level (eV): -11.639
Total charge: +1
LUMO energy (eV): -4.3
E (hartree): -4975.57878
Orbital gap (eV): 7.32



Q: Which of these has the lowest orbital gap?
A: C32H56BrCl3CsF4IKMgN4O8V



Q: Among the records above, which one has the lowest orbital gap?
A: C32H56BrCl3CsF4IKMgN4O8V